(1)
C4H14N2O | ωB97M-V with the def2-TZVPD basis set

XYZ file:
```
21
Properties=species:S:1:pos:R:3:forces:R:3:nbo_charge:R:1
C 2.365136 -0.204332 1.184828 0.62 0.48 -0.26 -0.62
C 2.026919 0.633795 -0.056925 0.02 0.14 -0.14 -0.40
C 0.843620 0.072244 -0.843226 0.90 -0.78 0.41 -0.22
N -0.396517 0.230270 -0.107720 -0.30 0.07 -0.07 -0.67
C -1.606224 0.360541 -0.918035 0.17 -0.62 -0.51 -0.03
N -2.668238 0.919157 -0.156462 0.20 0.69 -0.07 -0.88
H 2.961324 -1.043433 0.836557 -0.13 -0.37 0.10 0.20
H 1.508824 -0.574193 1.737981 -0.18 0.07 0.00 0.22
H 3.030939 0.345046 1.858520 -0.24 0.01 0.03 0.21
H 1.898396 1.704202 0.133460 -0.33 -0.08 0.35 0.19
H 2.897664 0.621814 -0.708589 0.14 -0.13 -0.17 0.21
H 1.083677 -0.998972 -0.948356 -0.33 0.05 -0.14 0.18
H 0.846122 0.460120 -1.865197 -0.36 0.39 -0.01 0.18
H -0.357087 1.017925 0.527461 0.02 0.13 -0.10 0.38
H -1.421720 0.977098 -1.811840 -0.13 0.22 0.23 0.16
H -1.831472 -0.640233 -1.339533 0.01 0.13 0.21 0.14
H -3.199811 1.640826 -0.602509 -0.19 -0.11 0.14 0.38
H -3.088079 0.433993 0.614117 0.00 -0.29 -0.18 0.39
H -2.104740 -2.569841 0.581314 -0.04 -0.12 0.04 0.46
H -1.163710 -1.354968 0.668555 0.09 -0.09 0.48 0.49
O -1.625014 -2.031050 1.215609 0.04 0.22 -0.34 -0.97
```
Positions in Å, forces in eV/Å.

Calculated values
HOMO level, eV: -9.1
SMILES string: CCCNCN.O
Energy, eV: -9402.514
Orbital gap, eV: 10.17
Energy above the lowest of the compared OMol25 structures with the same formula, charge and spin, kcal/mol: 25.2

(2)
C3H5NO | ωB97M-V with the def2-TZVPD basis set

XYZ file:
```
10
Properties=species:S:1:pos:R:3:forces:R:3:nbo_charge:R:1
C 1.751490 0.919768 0.055341 5.04 4.27 -1.00 -0.45
C 0.676330 0.288792 0.078077 -3.67 -4.38 1.58 0.24
C -1.738454 -0.571034 -0.186597 1.49 -0.08 -1.18 0.08
N -0.616714 0.352951 -0.184596 -2.56 -0.17 -1.43 -0.20
O -1.816034 0.537422 0.700490 1.17 -0.46 -0.08 -0.34
H 2.700738 0.560520 0.430303 -0.26 -0.77 0.12 0.24
H 2.035530 1.954143 -0.405624 -1.51 -1.49 0.73 0.23
H 0.865510 -1.945722 0.414395 -0.03 1.52 -0.06 -0.22
H -2.336600 -0.475131 -1.187617 0.83 -0.47 2.20 0.20
H -1.521796 -1.621705 0.285831 -0.50 2.02 -0.89 0.22
```
Positions in Å, forces in eV/Å.

Calculated values
HOMO level (alpha / beta), eV: -7.7 / -8.9
Energy, eV: -6720.601
Orbital gap (alpha / beta), eV: 7.44 / 8.98
Energy above the lowest of the compared OMol25 structures with the same formula, charge and spin, kcal/mol: 206.9

(3)
C21H48IO5P2PdSSi | ωB97M-V with the def2-TZVPD basis set

XYZ file:
```
80
Properties=species:S:1:pos:R:3:forces:R:3:lowdin_charge:R:1
C -4.169357 -4.326400 -2.939791 -0.15 0.97 -0.95 0.01
C -3.288180 -3.920247 -1.810122 0.14 -4.27 4.14 -0.35
H -4.706128 -5.274098 -2.742822 0.53 0.49 0.22 0.14
H -3.496939 -4.408746 -3.808322 -0.51 0.04 -0.06 0.11
H -4.874521 -3.494698 -3.075074 0.06 -0.32 -0.47 0.10
O -3.076505 -4.625793 -0.844412 -0.08 3.54 -3.26 0.13
I -2.462003 -0.446784 -4.138653 -0.15 -0.50 0.45 0.41
Pd -2.417883 -2.020118 -2.027036 0.46 0.45 0.01 0.26
P -3.567573 -0.725471 -0.372343 -2.52 1.16 0.66 0.72
C -3.348082 -0.471153 1.430746 0.84 -0.38 0.21 -0.22
C -4.051239 0.975111 -0.891958 0.51 -0.11 -0.32 -0.26
H -4.875177 1.331744 -0.247994 0.37 -0.27 -0.23 0.08
H -5.919230 -1.040030 0.235968 0.21 0.00 -0.09 0.08
H -4.365118 0.946316 -1.942871 0.03 0.13 0.29 0.03
H -5.548190 -1.607082 -1.413500 -0.13 0.02 0.04 0.05
H -2.366865 -0.032890 1.646969 -0.14 -0.12 0.05 0.02
H -3.180444 1.641835 -0.797060 -0.43 -0.08 -0.09 0.01
C -5.182949 -1.562744 -0.385828 0.06 -0.42 -0.19 -0.23
H -4.124757 0.209077 1.815258 0.13 -0.18 -0.48 0.09
H -5.063166 -2.583246 -0.011109 -0.14 0.06 0.04 0.06
H -3.431477 -1.415386 1.980637 0.04 0.16 -0.15 0.06
P -0.045639 -2.497476 -1.932507 2.44 -1.43 -0.80 0.75
C 1.170454 -2.897272 -0.612025 -0.46 0.29 1.06 -0.21
C -0.066861 -4.102974 -2.772893 -0.60 -0.29 -0.10 -0.23
H 0.498487 -1.146289 -3.834780 0.21 0.02 -0.14 0.00
H 1.904000 -2.132836 -3.325362 -0.20 -0.06 0.18 0.09
H 1.444328 -0.667428 -2.415631 0.05 -0.07 -0.07 0.01
C 1.062958 -1.520726 -2.982871 -0.54 0.75 -0.30 -0.25
H -0.557045 -3.989970 -3.732954 -0.07 -0.08 -0.32 0.05
H 0.934158 -4.509636 -2.934529 0.03 0.23 0.09 0.08
H 2.110120 -3.278706 -1.051572 -0.59 0.23 -0.27 0.10
H 0.797070 -3.664132 0.078143 0.08 0.17 -0.17 0.06
H -0.633384 -4.823677 -2.180717 0.06 -0.07 0.00 0.05
H 1.407740 -1.996581 -0.029482 -0.08 -0.29 -0.12 0.02
C -1.684375 -2.873862 0.507555 0.80 -2.04 4.45 -0.06
O -1.513108 -3.375767 1.534895 -0.58 1.80 -3.61 0.14
C 2.442227 2.886435 -1.933648 0.04 -0.13 -0.21 -0.01
C 3.275333 1.885034 -1.149719 0.76 0.65 -0.29 -0.62
C 4.207011 1.119551 -2.077036 0.00 -0.27 -0.04 -0.01
C 4.106868 2.628507 -0.103940 0.11 -0.02 0.20 -0.01
O 2.445181 0.885547 -0.506068 -2.15 0.10 0.72 -0.13
Si 1.013061 0.971804 0.335369 4.22 -1.34 1.04 -0.10
S -0.591847 0.735065 -0.834303 -1.35 -0.08 -1.23 0.65
O 1.031456 -0.238345 1.469944 -0.71 1.34 -1.00 -0.13
C 1.863461 -0.395363 2.635765 0.64 0.25 0.56 -0.61
C 2.084123 -1.889187 2.812378 -0.09 -0.43 -0.19 0.00
C 3.190251 0.323021 2.462460 0.23 -0.32 0.18 -0.01
C 1.115448 0.160934 3.836639 -0.21 -0.09 0.26 0.00
O 1.119650 2.430102 1.158422 -1.09 0.73 0.18 0.01
C 0.097582 3.362279 1.564904 0.99 0.00 1.84 -0.59
C -1.109660 2.628940 2.124716 -0.49 -0.53 -0.18 0.00
C 0.729937 4.251236 2.639824 0.36 0.14 -0.03 0.02
C -0.320600 4.206424 0.370430 -0.14 0.54 -1.34 0.02
H 3.121410 3.540369 -2.498639 -0.30 -0.17 0.13 0.12
H 1.849089 3.520336 -1.268208 -0.02 -0.05 -0.01 0.07
H 1.781707 2.374762 -2.643354 0.03 0.10 0.02 0.10
H 4.898158 1.808500 -2.566717 -0.09 -0.07 0.03 0.11
H 4.795905 0.389102 -1.511266 -0.11 0.12 -0.10 0.10
H 3.633707 0.594102 -2.846657 0.09 0.05 0.02 0.08
H 3.462105 3.163999 0.608907 0.19 -0.14 -0.15 0.08
H 4.758767 1.931786 0.440475 -0.17 0.26 -0.10 0.10
H 4.742553 3.373293 -0.608855 -0.22 -0.31 0.18 0.12
H 2.686441 -2.293071 1.997068 0.03 0.05 0.02 0.09
H 2.610863 -2.075378 3.745144 0.02 0.02 0.02 0.11
H 1.135728 -2.429371 2.840188 -0.01 0.07 0.06 0.09
H 3.819828 0.118769 3.336359 -0.11 0.05 -0.17 0.12
H 3.720945 -0.026666 1.572780 -0.06 0.08 0.10 0.10
H 3.054474 1.405525 2.410989 -0.02 0.06 -0.08 0.08
H 1.056772 1.253091 3.789023 0.03 -0.03 -0.08 0.07
H 0.104841 -0.254468 3.899651 0.12 0.01 0.03 0.10
H 1.656491 -0.100911 4.750960 -0.13 0.06 -0.12 0.12
H -0.831135 1.964170 2.951317 0.03 0.17 -0.21 0.09
H -1.825872 3.369165 2.494851 0.13 -0.10 -0.12 0.13
H -1.596725 2.045989 1.329772 -0.05 0.08 0.21 0.04
H 1.594686 4.799769 2.238594 -0.24 -0.18 0.14 0.11
H 0.000253 4.982711 2.997450 0.06 -0.10 -0.13 0.11
H 1.060105 3.658277 3.505708 -0.09 0.07 -0.30 0.10
H 0.535024 4.756329 -0.040364 -0.23 -0.15 0.16 0.11
H -0.765495 3.575430 -0.407494 0.13 0.15 0.11 0.07
H -1.073231 4.930540 0.700225 0.19 -0.18 0.14 0.13
```
Positions in Å, forces in eV/Å.

Calculated values
HOMO level (alpha / beta), eV: -17.7 / -17.8
Charge: +3
Energy, eV: -81637.646
<S²>: 6.03
Spin multiplicity: 5
Orbital gap (alpha / beta), eV: 6.31 / 4.44
Energy above the lowest of the compared OMol25 structures with the same formula, charge and spin, kcal/mol: 42.0